A molecular structure, C23H30AgN6O4PSSe. Source: OMol25; level of theory: wB97M-V/def2-TZVPD.

CARTESIAN COORDINATES (ANGSTROEM)
Ag -0.30 0.39 -0.31
Se 0.97 -6.52 3.81
N 2.06 -5.35 3.04
C 1.31 -4.42 2.52
C 1.83 -3.26 1.81
C 3.20 -3.09 1.58
C 3.63 -1.96 0.93
C 2.68 -1.00 0.57
N 1.39 -1.14 0.80
C 0.95 -2.27 1.37
C -0.53 -2.47 1.50
N -1.32 -1.55 0.95
C -2.63 -1.71 1.01
C -3.23 -2.80 1.63
C -2.43 -3.75 2.21
C -1.04 -3.59 2.15
C -0.12 -4.58 2.71
N -0.50 -5.63 3.37
H 3.89 -3.86 1.90
H 4.68 -1.80 0.70
H 2.98 -0.08 0.08
H -3.23 -0.93 0.55
H -4.31 -2.89 1.65
H -2.83 -4.63 2.70
C -2.92 2.86 -1.93
C -2.20 2.07 -3.00
C -2.02 2.90 -4.27
C -2.95 0.78 -3.31
O -0.89 1.80 -2.42
P 0.10 0.62 -3.01
O 0.25 0.73 -4.47
O -0.29 -0.67 -2.35
O 1.43 1.08 -2.17
C 2.18 2.31 -2.33
C 1.90 3.14 -1.09
C 3.64 1.89 -2.40
C 1.81 3.09 -3.58
H -3.92 3.14 -2.28
H -2.37 3.77 -1.69
H -3.02 2.27 -1.02
H -2.99 3.06 -4.75
H -1.35 2.39 -4.96
H -1.59 3.88 -4.02
H -3.96 1.01 -3.64
H -3.00 0.15 -2.42
H -2.44 0.21 -4.09
H 2.08 2.54 -0.19
H 0.86 3.47 -1.07
H 2.56 4.01 -1.05
H 3.93 1.35 -1.49
H 4.28 2.77 -2.50
H 3.80 1.23 -3.26
H 0.76 3.39 -3.56
H 1.97 2.50 -4.48
H 2.43 3.99 -3.62
S -1.41 1.75 1.63
C -0.85 0.82 2.91
N -1.63 0.19 3.82
C -0.86 -0.40 4.91
C 0.57 -0.38 4.33
N 0.43 0.58 3.24
H -2.60 0.43 3.88
H -1.20 -1.41 5.12
H -0.94 0.20 5.82
H 0.87 -1.36 3.96
H 1.30 -0.04 5.06
H 1.15 0.75 2.56

Properties
Orbital gap, eV: 6.7
HOMO level, Ha: -0.286
Net charge: 0


A molecular structure, C21H31F5P2Re. Source: OMol25; level of theory: wB97M-V/def2-TZVPD.

CARTESIAN COORDINATES (ANGSTROEM)
P -0.27 -2.98 -1.32
P 0.31 -0.10 -1.12
C -0.41 -2.10 -2.94
C 0.59 -0.95 -2.85
H -1.45 -1.76 -3.09
H -0.15 -2.81 -3.74
H 1.64 -1.30 -2.83
H 0.47 -0.29 -3.72
C -0.66 1.20 -2.07
H -0.64 2.18 -1.61
H -1.71 0.88 -2.12
H -0.30 1.34 -3.11
C 2.57 2.10 -2.32
H 2.00 1.51 -3.07
H 3.63 1.82 -2.45
H 2.44 3.17 -2.53
C -1.39 -4.36 -1.32
H -1.01 -5.13 -0.64
H -1.44 -4.72 -2.35
H -2.38 -4.02 -0.99
C 1.40 -3.68 -1.69
H 2.19 -2.92 -1.64
H 1.36 -4.07 -2.71
H 1.66 -4.48 -0.99
Re -0.49 -1.60 0.29
C -0.42 3.49 -0.04
C -1.75 3.33 0.24
C -2.71 2.19 -0.01
C -2.26 0.95 0.81
C -2.13 -0.25 -0.05
C 2.20 1.67 -0.95
C 2.07 2.44 0.26
C 0.74 3.06 0.84
C 0.53 -3.17 1.34
H -0.19 4.12 -0.92
H -2.29 4.23 0.56
H -2.86 1.94 -1.08
H -3.75 2.44 0.29
H -1.32 1.15 1.39
H -3.00 0.80 1.62
H -2.92 -0.51 -0.79
H 2.52 0.64 -0.68
H 2.74 3.32 0.16
H 2.37 1.74 1.08
H 0.35 2.36 1.62
H 1.05 4.01 1.38
H 1.45 -2.76 1.78
H 0.75 -4.15 0.90
H -0.19 -3.32 2.16
F -2.12 -1.31 3.03
C -1.04 -0.49 3.16
C 0.05 -0.60 2.31
C 1.24 -0.05 2.78
F 2.41 -0.34 2.15
C 1.27 0.76 3.94
F 2.43 1.27 4.39
C 0.08 1.07 4.61
F 0.04 1.98 5.60
C -1.09 0.41 4.22
F -2.26 0.62 4.84

Properties
Orbital gap (spin up / spin down), eV: 5.2 / 5.2
HOMO level (spin up / spin down), Ha: -0.519 / -0.526
Multiplicity: 4
Expectation value of S²: 3.99
Net charge: +2


A molecular structure, C47H44FN2O6SiZr. Source: OMol25; level of theory: wB97M-V/def2-TZVPD.

CARTESIAN COORDINATES (ANGSTROEM)
Zr -0.10 0.73 -1.06
C 5.47 1.70 4.16
C 5.12 0.22 4.00
C 5.02 -0.53 5.32
C 3.86 0.01 6.14
C 2.59 0.03 5.33
C 1.35 -0.01 5.94
C 0.19 -0.01 5.17
F -0.98 -0.07 5.83
C 0.21 0.03 3.81
C 1.46 0.09 3.17
C 1.50 0.18 1.71
O 0.43 0.28 1.07
C 2.79 0.13 1.12
C 3.89 0.09 1.92
N 3.86 0.08 3.26
C 2.64 0.07 3.92
C 3.02 0.24 -0.37
O 4.10 -0.08 -0.82
O 2.03 0.74 -1.03
H 6.40 1.81 4.72
H 4.68 2.24 4.67
H 5.61 2.16 3.18
H 5.88 -0.26 3.38
H 5.96 -0.43 5.86
H 4.87 -1.59 5.11
H 4.08 1.02 6.49
H 3.71 -0.60 7.04
H 1.27 -0.06 7.02
H -0.69 0.02 3.22
H 4.87 0.08 1.45
C 0.06 0.12 -3.07
C -0.08 -0.83 -3.87
C -0.20 -1.87 -4.76
C -1.45 -2.01 -5.50
C -2.62 -1.35 -5.07
C -3.81 -1.43 -5.76
C -3.90 -2.18 -6.93
C -2.76 -2.81 -7.40
C -1.56 -2.73 -6.71
C 0.93 -2.80 -4.85
C 0.80 -4.14 -5.25
C 1.88 -5.01 -5.25
C 3.14 -4.59 -4.86
C 3.29 -3.27 -4.44
C 2.22 -2.40 -4.43
H -2.56 -0.76 -4.16
H -4.68 -0.91 -5.38
H -4.83 -2.25 -7.48
H -2.79 -3.38 -8.33
H -0.68 -3.21 -7.12
H -0.17 -4.53 -5.53
H 1.73 -6.04 -5.56
H 3.99 -5.27 -4.86
H 4.26 -2.90 -4.11
H 2.35 -1.38 -4.10
C 0.33 -2.57 -0.54
Si -1.49 -2.10 -0.52
C -2.18 -2.58 1.16
C -2.38 -3.00 -1.88
O -1.65 -0.46 -0.65
H 0.41 -3.63 -0.79
H 0.82 -2.42 0.43
H 0.90 -2.05 -1.32
H -2.01 -3.64 1.37
H -3.25 -2.40 1.23
H -1.69 -2.00 1.95
H -2.54 -4.04 -1.60
H -1.78 -2.98 -2.80
H -3.35 -2.55 -2.10
C -4.46 0.69 -0.67
C -4.35 2.07 -0.08
C -5.19 3.09 -0.51
C -5.08 4.37 0.02
C -4.10 4.65 0.94
C -3.24 3.64 1.37
N -2.23 3.95 2.31
C -0.86 3.85 2.11
C -0.02 3.89 3.23
C 1.36 3.80 3.11
C 1.93 3.63 1.85
C 1.10 3.55 0.75
C -0.28 3.67 0.85
C -1.09 3.68 -0.43
O -1.77 4.64 -0.72
O -0.99 2.59 -1.15
C -3.39 2.33 0.90
C -2.56 1.21 1.45
H -5.16 0.67 -1.50
H -4.80 -0.04 0.08
H -3.48 0.34 -1.03
H -5.93 2.88 -1.27
H -5.74 5.15 -0.33
H -3.94 5.66 1.30
H -2.50 4.53 3.09
H -0.47 3.98 4.21
H 1.97 3.85 4.00
H 3.01 3.56 1.73
H 1.54 3.44 -0.24
H -1.93 1.56 2.26
H -1.93 0.75 0.68
H -3.21 0.42 1.84

Properties
Orbital gap, eV: 3.8
HOMO level, Ha: -0.097
Net charge: -1


A molecular structure, C17H32BCrF4N8O. Source: OMol25; level of theory: wB97M-V/def2-TZVPD.

CARTESIAN COORDINATES (ANGSTROEM)
Cr -0.34 -0.58 0.08
C -3.67 1.87 1.08
N -2.79 1.57 -0.04
C -3.21 0.42 -0.84
C -1.55 2.09 -0.14
N -0.56 1.32 -0.59
C 0.54 1.88 -1.29
C 0.42 3.02 -2.09
C 1.53 3.55 -2.73
C 2.77 2.95 -2.59
C 2.88 1.78 -1.85
C 1.76 1.20 -1.24
N 1.83 -0.04 -0.55
C 2.46 -1.06 -1.13
N 2.66 -1.20 -2.46
C 1.77 -0.67 -3.48
C 3.87 -1.80 -3.00
N 2.92 -2.05 -0.34
C 2.81 -3.46 -0.73
C 3.09 -1.83 1.09
N -1.39 3.38 0.25
C -0.14 3.89 0.78
C -2.42 4.39 0.02
H -3.83 0.96 1.66
H -4.64 2.22 0.72
H -3.23 2.63 1.72
H -4.23 0.57 -1.17
H -3.18 -0.51 -0.25
H -2.57 0.31 -1.71
H -0.54 3.49 -2.20
H 1.42 4.44 -3.34
H 3.64 3.37 -3.06
H 3.83 1.27 -1.76
H 0.83 -0.36 -3.05
H 1.57 -1.46 -4.21
H 2.22 0.18 -4.00
H 4.56 -2.06 -2.19
H 4.36 -1.09 -3.66
H 3.65 -2.71 -3.57
H 2.36 -3.54 -1.71
H 2.16 -3.98 -0.02
H 3.79 -3.94 -0.73
H 3.53 -0.86 1.26
H 3.77 -2.59 1.47
H 2.14 -1.91 1.63
H 0.52 3.07 1.04
H -0.35 4.48 1.67
H 0.37 4.53 0.05
H -3.25 3.96 -0.53
H -1.99 5.20 -0.57
H -2.78 4.81 0.96
N 0.07 0.78 4.05
C 0.35 0.55 2.75
N 1.53 0.95 2.25
O -0.51 0.01 2.03
H 0.76 1.13 4.69
H -0.80 0.43 4.41
H 2.27 1.27 2.86
H 1.77 0.64 1.31
F -0.48 -1.80 -1.66
B -0.85 -2.93 -0.79
F -0.54 -4.11 -1.34
F -0.04 -2.62 0.40
F -2.16 -2.73 -0.42

Properties
Orbital gap (spin up / spin down), eV: 8.4 / 8.6
HOMO level (spin up / spin down), Ha: -0.389 / -0.394
Multiplicity: 5
Expectation value of S²: 6.01
Net charge: +1


These records have max |F| values of 0.9; 8.4; 1.3; 0.5 eV/A, in the order they appear.